1.
DFT (ωB97M-V with the def2-TZVPD basis set) results for 2 unconnected molecules or ions with the total composition C2H8NOS2.

Calculated values
calculated total energy: -27411.9091 eV
energy above the lowest of the compared OMol25 structures with the same formula, charge and spin: 1.3672 eV
HOMO: -3.21 eV

The geometry in ORCA input format:
```
! RIJCOSX wB97M-V def2-TZVPD def2/J DEFGRID3
* xyz -1 1
N 2.439 0.098 -1.709
C 1.747 0.917 -0.662
O 1.528 0.278 0.500
H 3.245 -0.280 -1.221
H 1.827 -0.694 -1.843
H 2.392 1.807 -0.506
H 0.819 1.267 -1.177
C -1.263 0.174 0.874
S -1.980 -1.195 -0.067
S -3.861 -1.388 0.811
H -1.752 1.104 0.586
H -0.114 0.226 0.683
H -1.428 -0.053 1.925
H -3.599 -2.260 1.804
*
```



2.
DFT (ωB97M-V with the def2-TZVPD basis set) results for 2 unconnected molecules or ions with the total composition C2H8NOS2 at a distorted geometry.

Calculated values
calculated total energy: -27403.5991 eV
energy above the lowest of the compared OMol25 structures with the same formula, charge and spin: 1.6649 eV
HOMO: -12.78 eV

The geometry in ORCA input format:
```
! RIJCOSX wB97M-V def2-TZVPD def2/J DEFGRID3
* xyz 1 1
C -0.294 -1.363 -0.154
C -0.051 -0.018 -0.784
N -0.413 -2.423 -0.816
O 0.034 -0.272 -2.253
S -0.843 2.542 2.233
S 1.028 1.643 2.328
H -0.212 -1.308 1.021
H -0.966 0.515 -0.759
H 0.646 0.564 -0.261
H -0.564 -3.327 -0.464
H -0.496 -2.345 -1.833
H 1.606 2.600 3.179
H 0.840 -0.059 -2.736
H -0.315 3.252 1.298
*
```



3.
DFT (ωB97M-V with the def2-TZVPD basis set) results for 2 unconnected molecules or ions with the total composition C2H8NP at a distorted geometry.

Calculated values
structure (SMILES): C=PN.C
calculated total energy: -12980.9784 eV
energy above the lowest of the compared OMol25 structures with the same formula, charge and spin: 0.7738 eV
HOMO: -8.71 eV

The geometry in ORCA input format:
```
! RIJCOSX wB97M-V def2-TZVPD def2/J DEFGRID3
* xyz 0 1
C -1.000 0.436 0.869
P -2.547 -0.161 0.680
N -2.638 -0.762 -0.910
H -0.763 0.841 1.813
H -0.126 0.647 0.049
H -3.603 -0.718 -1.384
H -1.910 -0.373 -1.617
C 2.168 -0.191 -0.173
H 2.535 -1.172 -0.423
H 1.788 0.350 -0.965
H 3.059 0.350 0.198
H 1.246 -0.314 0.534
*
```



4.
DFT (ωB97M-V with the def2-TZVPD basis set) results for 2 unconnected molecules or ions with the total composition C2H8NS at a distorted geometry.

Calculated values
calculated total energy: -14529.6852 eV
energy above the lowest of the compared OMol25 structures with the same formula, charge and spin: 0.4082 eV
HOMO: -2.36 eV

The geometry in ORCA input format:
```
! RIJCOSX wB97M-V def2-TZVPD def2/J DEFGRID3
* xyz -1 1
N 0.694 -1.815 -2.122
H 0.168 -1.934 -2.976
H 0.100 -1.677 -1.307
H 1.096 -0.874 -2.118
C -0.106 0.516 1.812
C -0.497 1.129 0.396
S 0.916 1.098 -0.700
H 0.965 0.494 1.973
H -0.495 -0.513 1.869
H -0.671 0.992 2.635
H -0.894 2.139 0.512
H -1.276 0.444 0.026
*
```



5.
DFT (ωB97M-V with the def2-TZVPD basis set) results for a gas-phase ion, C2H8NS (charge +1) at a distorted geometry.

Calculated values
structure (SMILES): [NH3+]CCS
calculated total energy: -14520.8027 eV
energy above the lowest of the compared OMol25 structures with the same formula, charge and spin: 1.3707 eV
HOMO: -13.91 eV

The geometry in ORCA input format:
```
! RIJCOSX wB97M-V def2-TZVPD def2/J DEFGRID3
* xyz 1 1
N 0.736 1.230 -0.365
C 0.124 -0.011 -0.929
C -0.843 -0.788 0.160
S -0.621 -0.233 1.872
H 0.084 1.896 0.131
H 1.605 1.686 -0.855
H 1.123 0.570 0.442
H -0.287 0.206 -1.901
H 0.895 -0.750 -1.200
H -0.782 -1.923 0.033
H -1.917 -0.494 -0.033
H -0.117 -1.388 2.646
*
```



6.
DFT (ωB97M-V with the def2-TZVPD basis set) results for 2 unconnected molecules or ions with the total composition C2H8NS at a distorted geometry.

Calculated values
calculated total energy: -14521.3756 eV
energy above the lowest of the compared OMol25 structures with the same formula, charge and spin: 0.7979 eV
HOMO: -13.65 eV

The geometry in ORCA input format:
```
! RIJCOSX wB97M-V def2-TZVPD def2/J DEFGRID3
* xyz 1 1
S 1.197 0.478 2.277
H 0.048 1.041 2.663
H 0.686 -0.758 2.530
C 0.344 0.753 -1.346
C -1.012 -0.847 -0.074
N -0.065 -0.571 -0.876
H -0.158 0.943 -2.295
H 1.420 0.835 -1.435
H -0.064 1.448 -0.613
H -1.669 -0.059 0.269
H -1.187 -1.899 0.111
H 0.460 -1.364 -1.212
*
```



7.
DFT (ωB97M-V with the def2-TZVPD basis set) results for 2 unconnected molecules or ions with the total composition C2H8NS2 at a distorted geometry.

Calculated values
calculated total energy: -25353.3313 eV
energy above the lowest of the compared OMol25 structures with the same formula, charge and spin: 4.2050 eV
HOMO: -13.76 eV

The geometry in ORCA input format:
```
! RIJCOSX wB97M-V def2-TZVPD def2/J DEFGRID3
* xyz 1 1
C -1.477 0.077 -0.199
C 0.948 -0.038 0.138
N -0.189 -0.539 -0.656
S 1.020 1.755 0.091
S 2.453 -0.943 -0.286
H -1.440 1.159 -0.380
H -2.320 -0.430 -0.578
H -1.579 0.126 0.976
H 0.610 -0.986 1.723
H -0.067 -1.587 -0.802
H 0.023 -0.230 -1.659
H 1.653 2.005 1.159
H 2.895 0.093 -0.942
*
```



8.
DFT (ωB97M-V with the def2-TZVPD basis set) results for 2 unconnected molecules or ions with the total composition C2H8NS3.

Calculated values
calculated total energy: -36200.7641 eV
energy above the lowest of the compared OMol25 structures with the same formula, charge and spin: 0.0630 eV
HOMO: -2.90 eV

The geometry in ORCA input format:
```
! RIJCOSX wB97M-V def2-TZVPD def2/J DEFGRID3
* xyz -1 1
S 0.342 -1.616 1.695
S -1.567 -1.603 0.864
H 0.628 -0.317 1.352
H -2.259 -1.508 2.006
C 0.208 0.390 -1.978
C 1.291 1.326 -1.450
S 1.060 1.810 0.288
N -1.148 0.933 -1.913
H 0.227 -0.506 -1.354
H 0.389 0.083 -3.014
H 1.354 2.226 -2.070
H 2.252 0.805 -1.557
H -1.237 1.682 -2.576
H -1.234 1.370 -1.010
*
```



9.
DFT (ωB97M-V with the def2-TZVPD basis set) results for 2 unconnected molecules or ions with the total composition C2H8NSe at a distorted geometry.

Calculated values
calculated total energy: -69030.9246 eV
energy above the lowest of the compared OMol25 structures with the same formula, charge and spin: 1.4710 eV
HOMO (spin up / spin down): -14.41 / -14.41 eV

The geometry in ORCA input format:
```
! RIJCOSX wB97M-V def2-TZVPD def2/J DEFGRID3
* xyz 1 1
C 1.322 0.663 -0.557
C 0.455 0.579 0.578
N -1.905 -0.521 -0.242
Se 0.806 -0.784 1.780
H 1.240 -0.131 -1.200
H 2.329 0.800 -0.253
H 1.044 1.447 -1.190
H -0.192 1.288 0.891
H -2.016 -1.104 0.573
H -2.132 -1.032 -1.096
H -2.429 0.336 -0.179
H 1.477 -1.541 0.896
*
```



10.
DFT (ωB97M-V with the def2-TZVPD basis set) results for 2 unconnected molecules or ions with the total composition C2H8O2 at a distorted geometry.

Calculated values
structure (SMILES): CCO.O
calculated total energy: -6298.1998 eV
energy above the lowest of the compared OMol25 structures with the same formula, charge and spin: 0.2106 eV
HOMO: -10.34 eV

The geometry in ORCA input format:
```
! RIJCOSX wB97M-V def2-TZVPD def2/J DEFGRID3
* xyz 0 1
C 0.000 0.000 0.000
C -1.008 -0.459 1.042
O -2.131 -0.963 0.387
H 0.372 -0.778 -0.688
H 0.862 0.454 0.517
H -0.506 0.781 -0.593
H -1.208 0.442 1.653
H -0.562 -1.224 1.706
H -2.837 -0.907 1.065
O 5.033 1.832 1.410
H 4.147 2.124 1.097
H 5.651 2.528 1.091
*
```



11.
DFT (ωB97M-V with the def2-TZVPD basis set) results for 3 unconnected molecules or ions with the total composition C2H8O2 at a distorted geometry.

Calculated values
structure (SMILES): C=C.O.O
calculated total energy: -6297.6782 eV
energy above the lowest of the compared OMol25 structures with the same formula, charge and spin: 0.7322 eV
HOMO: -10.08 eV

The geometry in ORCA input format:
```
! RIJCOSX wB97M-V def2-TZVPD def2/J DEFGRID3
* xyz 0 1
C 1.057 1.304 -1.749
C -0.219 0.966 -1.590
H 1.365 1.776 -2.675
H 1.864 1.066 -1.070
H -0.963 1.334 -2.283
H -0.522 0.524 -0.648
O 0.459 -2.197 0.906
H 0.932 -2.548 0.150
H -0.383 -1.830 0.585
O -1.147 -0.058 2.400
H -0.799 -0.784 2.886
H -1.642 0.448 3.089
*
```



12.
DFT (ωB97M-V with the def2-TZVPD basis set) results for 3 unconnected molecules or ions with the total composition C2H8O2.

Calculated values
structure (SMILES): [H][H].CC=O.O
calculated total energy: -6297.3403 eV
energy above the lowest of the compared OMol25 structures with the same formula, charge and spin: 1.0701 eV
HOMO: -10.29 eV

The geometry in ORCA input format:
```
! RIJCOSX wB97M-V def2-TZVPD def2/J DEFGRID3
* xyz 0 1
H 4.210 -3.481 2.680
H 4.425 -4.033 3.126
C -2.624 1.345 0.155
C -1.292 0.951 -0.429
O -0.270 0.925 0.205
H -3.234 1.861 -0.580
H -3.171 0.450 0.453
H -2.442 1.956 1.035
H -1.286 0.707 -1.515
O 2.134 -0.026 -1.931
H 1.201 0.158 -1.774
H 2.348 -0.812 -1.426
*
```



13.
DFT (ωB97M-V with the def2-TZVPD basis set) results for 3 unconnected molecules or ions with the total composition C2H8O2.

Calculated values
structure (SMILES): [H][H].CC=O.O
calculated total energy: -6297.3698 eV
energy above the lowest of the compared OMol25 structures with the same formula, charge and spin: 1.0406 eV
HOMO: -10.05 eV

The geometry in ORCA input format:
```
! RIJCOSX wB97M-V def2-TZVPD def2/J DEFGRID3
* xyz 0 1
H -1.092 -3.299 -0.434
H -1.208 -3.288 0.298
C -1.006 1.831 0.543
C -0.200 0.627 0.180
O 0.767 0.242 0.790
H -1.215 2.394 -0.370
H -1.991 1.519 0.905
H -0.561 2.433 1.326
H -0.553 0.004 -0.662
O 2.274 -1.015 -1.212
H 2.280 -1.357 -0.306
H 2.506 -0.093 -1.057
*
```



14.
DFT (ωB97M-V with the def2-TZVPD basis set) results for 3 unconnected molecules or ions with the total composition C2H8O4 at a distorted geometry.

Calculated values
structure (SMILES): CC(=O)O.O.O
calculated total energy: -10393.2764 eV
energy above the lowest of the compared OMol25 structures with the same formula, charge and spin: 1.4174 eV
HOMO: -10.68 eV

The geometry in ORCA input format:
```
! RIJCOSX wB97M-V def2-TZVPD def2/J DEFGRID3
* xyz 0 1
C 1.193 -0.090 -1.972
C 0.588 -0.107 -0.592
O -0.260 -0.898 -0.284
O 1.486 0.460 0.323
H 1.842 -0.967 -2.101
H 1.910 0.718 -2.119
H 0.436 0.101 -2.714
H 0.726 0.872 0.839
O 0.233 1.016 2.649
H -0.714 1.036 2.843
H 0.457 1.938 2.834
O -2.990 -1.531 0.042
H -2.144 -1.947 0.253
H -2.763 -0.601 -0.001
*
```



15.
DFT (ωB97M-V with the def2-TZVPD basis set) results for 2 unconnected molecules or ions with the total composition C2H8OP4S at a distorted geometry.

Calculated values
calculated total energy: -52237.2636 eV
energy above the lowest of the compared OMol25 structures with the same formula, charge and spin: 1.8178 eV
HOMO (spin up / spin down): -7.83 / -7.99 eV

The geometry in ORCA input format:
```
! RIJCOSX wB97M-V def2-TZVPD def2/J DEFGRID3
* xyz 0 1
C -1.595 -0.408 -0.812
C -2.550 0.740 -0.380
O -1.644 -1.197 -1.684
P 1.402 1.943 -0.302
P 0.482 -2.841 0.035
P 2.282 -0.002 0.009
P 0.614 -0.955 1.046
S -3.127 0.234 1.241
H -3.293 1.263 -0.956
H -1.763 1.378 -0.034
H 2.204 2.215 -1.434
H 0.302 1.395 -1.206
H 1.591 -3.484 0.531
H -0.393 -3.222 1.057
H 2.704 0.179 1.309
H -4.106 -0.703 0.836
*
```



16.
DFT (ωB97M-V with the def2-TZVPD basis set) results for 2 unconnected molecules or ions with the total composition C2H8OS at a distorted geometry.

Calculated values
calculated total energy: -15084.1921 eV
⟨S²⟩: 0.750
energy above the lowest of the compared OMol25 structures with the same formula, charge and spin: 0.8969 eV
HOMO (spin up / spin down): 0.97 / -5.21 eV

The geometry in ORCA input format:
```
! RIJCOSX wB97M-V def2-TZVPD def2/J DEFGRID3
* xyz -1 2
S -2.637 -0.449 -0.234
H -2.852 0.666 0.508
H -2.992 -1.446 0.567
C 1.103 0.036 0.397
O 0.036 0.792 1.058
C 1.171 0.204 -1.123
H 1.131 -1.075 0.528
H 1.972 0.432 0.872
H -0.351 0.074 1.704
H 0.159 0.381 -1.398
H 1.605 -0.690 -1.578
H 1.656 1.076 -1.301
*
```



17.
DFT (ωB97M-V with the def2-TZVPD basis set) results for 2 unconnected molecules or ions with the total composition C2H8OS at a distorted geometry.

Calculated values
structure (SMILES): CSC.O
calculated total energy: -15085.7173 eV
energy above the lowest of the compared OMol25 structures with the same formula, charge and spin: 0.7610 eV
HOMO: -8.36 eV

The geometry in ORCA input format:
```
! RIJCOSX wB97M-V def2-TZVPD def2/J DEFGRID3
* xyz 0 1
C -1.837 0.792 -0.465
S -1.638 -0.434 0.859
C 0.077 -0.062 1.449
H -0.839 1.108 -0.708
H -2.526 1.646 -0.057
H -2.348 0.425 -1.346
H -0.210 0.447 2.391
H 0.666 -0.917 1.740
H 0.596 0.620 0.715
O 2.748 -1.531 -1.307
H 2.604 -0.632 -0.997
H 2.707 -1.461 -2.273
*
```



18.
DFT (ωB97M-V with the def2-TZVPD basis set) results for 3 unconnected molecules or ions with the total composition C2H8OS at a distorted geometry.

Calculated values
calculated total energy: -15079.5006 eV
energy above the lowest of the compared OMol25 structures with the same formula, charge and spin: 6.9777 eV
HOMO: -7.52 eV

The geometry in ORCA input format:
```
! RIJCOSX wB97M-V def2-TZVPD def2/J DEFGRID3
* xyz 0 1
C 1.048 -0.229 0.618
C 1.834 -0.345 -0.639
S -4.499 -0.097 0.053
H 0.838 -1.205 1.038
H 1.410 0.444 1.384
H 2.921 -0.240 -0.539
H 1.566 0.340 -1.443
H 1.789 -1.365 -1.013
H -3.723 0.981 0.230
H -1.961 0.583 0.344
H -0.140 0.409 -0.001
O -1.084 0.725 -0.032
*
```



19.
DFT (ωB97M-V with the def2-TZVPD basis set) results for 2 unconnected molecules or ions with the total composition C2H8OS2 at a distorted geometry.

Calculated values
calculated total energy: -25920.3503 eV
⟨S²⟩: 0.751
energy above the lowest of the compared OMol25 structures with the same formula, charge and spin: 1.1397 eV
HOMO (spin up / spin down): 0.99 / -5.02 eV

The geometry in ORCA input format:
```
! RIJCOSX wB97M-V def2-TZVPD def2/J DEFGRID3
* xyz -1 2
C 1.630 -0.495 -1.101
S 0.785 1.066 -0.507
S -0.597 0.721 0.834
C 0.035 0.098 2.377
H 2.708 -0.342 -1.050
H 1.461 -1.340 -0.430
H 1.250 -0.665 -2.102
H 0.455 0.783 3.113
H -0.869 -0.350 2.822
H 0.739 -0.719 2.216
H -1.186 -1.778 -1.773
H -2.415 -2.342 -1.055
O -1.839 -2.443 -1.845
*
```



20.
DFT (ωB97M-V with the def2-TZVPD basis set) results for 2 unconnected molecules or ions with the total composition C2H8S3.

Calculated values
structure (SMILES): CSSC.S
calculated total energy: -34709.3030 eV
energy above the lowest of the compared OMol25 structures with the same formula, charge and spin: 0.0944 eV
HOMO: -8.24 eV

The geometry in ORCA input format:
```
! RIJCOSX wB97M-V def2-TZVPD def2/J DEFGRID3
* xyz 0 1
C -0.955 -1.856 -0.840
S -0.886 -0.115 -1.317
S -1.218 0.776 0.538
C -0.183 2.239 0.284
H -0.125 -2.125 -0.189
H -1.896 -2.093 -0.346
H -0.863 -2.403 -1.779
H -0.632 2.884 -0.472
H -0.137 2.758 1.234
H 0.818 1.940 0.009
S 2.468 -0.795 0.827
H 1.225 -0.337 0.621
H 2.531 -0.167 2.008
*
```